# 1
DFT (the ωB97M-V functional and the def2-TZVPD basis) results for C11H10ClNRhS as an isolated structure.

Geometry as XYZ:
```
25
C11H10ClNRhS (the ωB97M-V functional and the def2-TZVPD basis)
C -2.62457 0.20951 0.35960
C -1.73772 0.30195 -0.76801
C -0.69454 1.22880 -0.41664
H -1.86569 -0.20361 -1.72256
C -0.94858 1.69586 0.92391
C -2.10276 1.02182 1.41039
H -2.57546 1.10169 2.38737
H -3.56547 -0.31904 0.42157
H 0.09802 1.59278 -1.05953
H -0.38756 2.42259 1.49981
Rh -0.74554 -0.28418 0.81787
Cl 1.05120 -1.95566 0.92874
C 2.52044 -1.27131 -0.83766
C 2.88285 0.11915 -0.66014
C 2.27304 0.87085 -1.67346
H 3.61448 0.48068 0.06124
C 1.49566 -0.03313 -2.50135
C 1.64197 -1.32473 -1.99303
H 1.27057 -2.24642 -2.43705
H 3.08522 -2.11295 -0.42858
H 2.48730 1.90925 -1.92766
H 1.04595 0.24263 -3.45528
S -2.89785 -0.80252 4.86211
C -2.01411 -1.17376 3.57290
N -1.30684 -1.47023 2.63547
```

- ΔE to the lowest compared entry with this formula, charge and spin: 0.0 kcal per mole
- Expectation value of S²: 6.017
- E_HOMO (alpha / beta): -2.94 / -4.85 eV
- Energy: -1448.68551 Eh
- Total charge: -1
- Multiplicity: 5
- Gap between HOMO and LUMO (alpha / beta): 6.28 / 6.12 eV

# 2
DFT (the ωB97M-V functional and the def2-TZVPD basis) results for C11H10F6N2O9RuS2 as an isolated structure.

Geometry as XYZ:
```
41
C11H10F6N2O9RuS2 (the ωB97M-V functional and the def2-TZVPD basis)
Ru -0.28810 0.02261 -0.26443
O 0.42148 -4.13368 -0.06297
C 0.02180 -2.89079 0.01409
O -0.37393 -2.23595 -0.94501
C 0.03642 -2.32261 1.39359
C 0.33498 -2.97316 2.57172
C 0.24960 -2.25179 3.76323
C -0.14759 -0.92269 3.74634
C -0.42223 -0.33953 2.52231
N -0.31562 -1.03790 1.40064
C -0.87528 1.07848 2.27869
O -1.16121 1.83103 3.15760
O -0.99863 1.36200 0.97105
H 0.39018 -4.43392 -0.98705
H 0.62517 -4.01381 2.55522
H 0.49097 -2.73587 4.69923
H -0.24173 -0.32453 4.64233
F 4.64158 1.77603 -0.29657
C 4.20992 0.56125 -0.57545
F 5.01327 -0.34757 -0.05016
F 4.12099 0.38427 -1.87990
S 2.54379 0.32354 0.21428
O 1.94328 -0.83698 -0.45275
O 2.74814 0.25890 1.61959
N 1.58594 1.55581 -0.12685
S 1.21122 1.99642 -1.63145
O 0.28262 0.96745 -2.14899
O 2.29211 2.44081 -2.42843
C 0.13697 3.49745 -1.33794
F 0.64165 4.23117 -0.37292
F 0.14500 4.16304 -2.48049
F -1.10866 3.14123 -1.05397
C -3.67948 0.71078 -2.54100
C -2.71886 -0.35379 -2.08193
O -2.29299 -0.08216 -0.69431
H -4.06285 0.44639 -3.52613
H -3.18795 1.68096 -2.62079
H -4.53588 0.78866 -1.86894
H -1.81378 -0.37638 -2.68635
H -3.16258 -1.34586 -2.05654
H -2.69973 0.74069 -0.37860
```

- ΔE to the lowest compared entry with this formula, charge and spin: 22.9 kcal per mole
- Expectation value of S²: 0.754
- E_HOMO (alpha / beta): -13.40 / -13.40 eV
- Energy: -2702.05707 Eh
- Total charge: +1
- Multiplicity: 2
- Gap between HOMO and LUMO (alpha / beta): 8.84 / 8.39 eV

# 3
DFT (the ωB97M-V functional and the def2-TZVPD basis) results for C11H10F6N6O6PdS2 as an isolated structure.

Geometry as XYZ:
```
42
C11H10F6N6O6PdS2 (the ωB97M-V functional and the def2-TZVPD basis)
Pd -0.04520 -1.06638 0.72897
C 0.01924 3.53395 1.31136
C -0.51488 2.37271 0.47033
O -0.92368 1.38898 1.05407
C -0.52520 2.52027 -0.99466
C -0.64114 3.80409 -1.54023
C -0.79100 4.04142 -2.89473
C -0.81941 2.92444 -3.75513
C -0.66383 1.65212 -3.27581
C -0.46817 1.35273 -1.86870
O -0.21757 0.18409 -1.50473
H 0.20524 3.15042 2.31295
H -0.72382 4.33553 1.37055
H 0.93979 3.94100 0.88758
H -0.64187 4.65485 -0.86473
H -0.91107 5.04834 -3.27561
H -0.96236 3.07996 -4.82166
H -0.68446 0.79874 -3.94593
F 0.46849 -4.62484 -1.69908
C 0.48135 -3.63888 -0.77201
F 1.25127 -4.05706 0.23775
F 1.06390 -2.59658 -1.36199
S -1.28678 -3.35549 -0.20351
O -1.92104 -2.49150 -1.15564
O -1.67433 -4.75056 -0.25179
N -1.23650 -2.89071 1.34150
S -2.36502 -1.86558 1.90107
O -3.36870 -2.67148 2.56811
O -2.87776 -0.82607 1.06079
C -1.60045 -1.17717 3.47809
F -1.05745 -2.21179 4.15554
F -2.62678 -0.69249 4.19995
F -0.69498 -0.21477 3.41957
N 4.05408 -1.57992 -0.81934
N 3.20675 -1.03237 0.14569
N 2.84198 -1.71369 1.20107
C 1.91149 -0.87289 1.73134
N 1.86993 0.31296 1.02523
N 2.70785 0.15734 0.00117
H 3.99336 -2.57794 -0.65467
H 3.60390 -1.38916 -1.70882
H 1.62485 -0.95663 2.76610
```

- E_HOMO: -1.06 eV
- Energy: -2728.51224 Eh
- Total charge: -2
- Multiplicity: 1
- Gap between HOMO and LUMO: 6.34 eV

# 4
DFT (the ωB97M-V functional and the def2-TZVPD basis) results for C11H10IN4PtS2 as an isolated structure.

Geometry as XYZ:
```
29
C11H10IN4PtS2 (the ωB97M-V functional and the def2-TZVPD basis)
Pt 0.62655 0.78454 -0.67654
C -3.01092 -1.45347 -2.67001
C -2.01923 -0.45830 -2.09406
S -0.70626 -1.14350 -1.19589
C -2.16692 0.87286 -2.26407
C -3.31526 1.48804 -3.03284
S -1.05094 2.00432 -1.56761
H -2.69231 -2.47172 -2.45546
H -3.09565 -1.35131 -3.75496
H -4.00948 -1.31714 -2.24466
H -3.99260 0.73204 -3.43134
H -2.94808 2.08785 -3.87030
H -3.89718 2.15683 -2.39161
N 2.69216 0.41436 -0.71720
C 3.73449 0.02464 -1.06064
N 4.86924 -0.35602 -1.50419
C 5.92233 -0.85040 -0.90562
N 6.89947 -1.29359 -0.45277
I 1.04510 3.01382 1.63551
C 0.84911 1.14919 2.56859
C 0.68063 1.07096 3.94610
C 0.59077 -0.19201 4.50506
C 0.67267 -1.30695 3.68678
C 0.83105 -1.11428 2.32458
N 0.91312 0.09900 1.77705
H 0.62281 1.96781 4.54724
H 0.45643 -0.30241 5.57535
H 0.61470 -2.30853 4.09239
H 0.88414 -1.94662 1.63112
```

- ΔE to the lowest compared entry with this formula, charge and spin: 0.0 kcal per mole
- Expectation value of S²: 2.017
- E_HOMO (alpha / beta): -3.48 / -4.36 eV
- Energy: -1857.62093 Eh
- Total charge: -1
- Multiplicity: 3
- Gap between HOMO and LUMO (alpha / beta): 5.81 / 6.43 eV

# 5
DFT (the ωB97M-V functional and the def2-TZVPD basis) results for C11H10N2 as an isolated structure.

Geometry as XYZ:
```
23
C11H10N2 (the ωB97M-V functional and the def2-TZVPD basis)
C -1.57513 0.74000 0.12802
C -0.88589 2.00114 -0.09799
C 0.45160 2.08587 -0.06586
C 1.17738 0.76231 -0.10464
C 2.70331 0.88497 -0.22417
C 2.89436 -1.38641 0.29955
C 1.46594 -1.51723 0.31314
C 0.49232 -0.45534 -0.07323
C -0.89160 -0.49115 -0.05960
C -1.76254 -1.80857 -0.05802
C -3.28581 -1.58401 -0.49607
H -3.22440 2.11514 0.34586
H -3.35059 0.32792 1.65592
H -1.68777 2.83846 -0.35230
H 0.81900 3.04477 -0.31341
H 3.11921 1.76941 -0.15244
H 3.37682 -2.47045 0.34187
H 1.02011 -2.57305 0.43819
H -1.05228 -2.90522 -0.03277
H -3.63956 -0.32707 -0.74613
H -3.95874 -2.50672 -0.88829
N -2.98803 0.85860 0.49341
N 3.54155 -0.10184 -0.15959
```

- ΔE to the lowest compared entry with this formula, charge and spin: 218.6 kcal per mole
- E_HOMO: -7.83 eV
- Energy: -534.33854 Eh
- Multiplicity: 1
- Gap between HOMO and LUMO: 7.65 eV

# 6
DFT (the ωB97M-V functional and the def2-TZVPD basis) results for one molecule with the formula C11H10N2.

Geometry as XYZ:
```
23
C11H10N2 (the ωB97M-V functional and the def2-TZVPD basis)
C 2.60878 -1.08089 0.67526
C 1.88228 -0.05598 1.15768
C 1.29375 0.56116 -0.08734
C 0.91606 1.95997 -0.21338
N -0.58771 2.08528 -0.15689
C -1.20768 0.90257 -0.13967
C -2.55976 0.51707 -0.12677
C -2.95674 -0.81301 -0.04181
C -1.98861 -1.78835 -0.18447
C -0.60856 -1.52629 -0.18418
C -0.28908 -0.18473 -0.18137
N 1.91116 -0.06560 -1.27178
C 2.60376 -1.04209 -0.80857
H 3.19320 -1.72260 1.29874
H 1.72799 0.22861 2.29368
H 1.33234 2.45597 0.67502
H 1.09149 2.54246 -1.17482
H -1.01677 2.90607 -0.27963
H -3.29427 1.30892 -0.05338
H -4.05638 -1.20754 -0.10139
H -2.24235 -2.87163 -0.17619
H 0.20128 -2.19015 -0.25126
H 3.15190 -1.80146 -1.55291
```

- ΔE to the lowest compared entry with this formula, charge and spin: 68.4 kcal per mole
- E_HOMO: -7.51 eV
- Energy: -534.57797 Eh
- Structure (SMILES): C1=C[C@@]2(CNc3ccccc32)N=C1
- Multiplicity: 1
- Gap between HOMO and LUMO: 8.22 eV

# 7
DFT (the ωB97M-V functional and the def2-TZVPD basis) results for C11H10N5ORhS3 as an isolated structure.

Geometry as XYZ:
```
31
C11H10N5ORhS3 (the ωB97M-V functional and the def2-TZVPD basis)
Rh -0.39522 0.00757 0.02324
O 1.60163 0.03475 -0.11561
N 2.23689 1.21465 -0.08041
C 3.58721 1.18656 -0.16157
C 4.30385 2.34581 -0.13242
C 3.62214 3.56313 -0.01403
C 2.25440 3.56263 0.07528
C 1.54359 2.35505 0.04367
S -0.17400 2.26587 0.15304
H 4.01979 0.20192 -0.24299
H 5.38033 2.30085 -0.19779
H 4.16796 4.49596 0.00373
H 1.68825 4.47741 0.17260
N -3.39492 1.91800 -0.03693
C -3.47619 0.58294 -0.01246
N -2.44831 -0.24873 0.00310
C -2.88477 -1.57888 0.01266
C -4.21582 -1.74373 0.00672
S -5.00632 -0.21205 -0.01512
C -1.82563 -2.58478 0.03521
C -1.89672 -3.92548 0.03877
S -0.30607 -4.60478 0.06707
C 0.37437 -3.01961 0.07263
N -0.53683 -2.06521 0.05399
N 1.68960 -2.79082 0.09774
H -2.50228 2.37544 -0.02274
H -4.22342 2.48418 -0.04728
H -4.77720 -2.66233 0.01053
H -2.77189 -4.55213 0.02217
H 2.34547 -3.55006 0.09536
H 2.02010 -1.83414 0.09186
```

- ΔE to the lowest compared entry with this formula, charge and spin: 0.0 kcal per mole
- Expectation value of S²: 0.755
- E_HOMO (alpha / beta): -11.07 / -11.03 eV
- Energy: -2079.14172 Eh
- Total charge: +1
- Multiplicity: 2
- Gap between HOMO and LUMO (alpha / beta): 8.48 / 6.98 eV

# 8
DFT (the ωB97M-V functional and the def2-TZVPD basis) results for C11H10OS as an isolated structure.

Geometry as XYZ:
```
23
C11H10OS (the ωB97M-V functional and the def2-TZVPD basis)
C -3.30000 -0.13711 -0.37741
C -2.67570 -1.33609 -0.68278
C -2.62936 0.93358 0.26396
C -1.32852 -1.49192 -0.27118
C -1.19747 0.80785 0.49528
C -0.61482 -0.39986 0.18242
C 2.84480 0.69607 0.95222
C 3.26711 0.80121 -0.42793
C 1.65992 0.27776 1.30698
C 2.41718 0.35212 -1.45628
C 0.90218 -0.55748 0.42763
O 1.34129 -0.31790 -1.28067
S 1.49644 -2.23492 0.83757
H -4.30431 -0.01082 -0.51657
H -2.98304 -2.17396 -1.18938
H -3.01081 1.87554 0.55598
H -0.87184 -2.34013 -0.68425
H -0.76108 1.62407 0.99706
H 3.40233 1.12384 1.78012
H 4.25243 0.98581 -0.71323
H 1.27719 0.25786 2.33534
H 2.55672 0.49168 -2.56425
H 1.00685 -2.97164 -0.16620
```

- ΔE to the lowest compared entry with this formula, charge and spin: 39.6 kcal per mole
- E_HOMO: -7.68 eV
- Energy: -898.46543 Eh
- Multiplicity: 1
- Gap between HOMO and LUMO: 8.27 eV